# 1
17
Properties=species:S:1:pos:R:3:forces:R:3 method="wB97M-V/def2-TZVPD" e_homo_ha="-0.2379 / -0.2370" gap_ev="7.489 / 7.410" e_above_lowest_kj_mol=284.7
C 1.62988 -1.24351 -0.61865 0.2 0.0 0.0
C 0.51366 -0.29901 -0.92407 0.1 -0.2 -0.2
C -1.30194 0.61863 0.11373 -0.3 0.2 0.1
C -2.02855 -0.65848 0.40152 -0.1 -0.1 0.0
N 0.02564 0.63548 -0.07607 0.1 0.0 0.0
C 0.85108 1.65951 0.57134 0.0 0.0 0.0
H 2.32998 -0.84625 0.12380 -0.1 0.0 -0.1
H 2.19168 -1.49553 -1.52531 0.0 0.1 0.1
H 1.24192 -2.19526 -0.21750 0.1 0.2 0.0
H -0.15432 -0.52933 -1.74463 -0.1 -0.2 0.2
H -1.81166 1.57448 0.19105 0.1 0.0 0.2
H -2.71999 -0.49759 1.24170 0.0 0.0 -0.2
H -2.61985 -1.09441 -0.41548 0.1 0.1 0.0
H -1.29655 -1.41914 0.70829 -0.1 0.1 -0.1
H 1.89464 1.54214 0.26905 -0.2 0.0 0.0
H 0.75463 1.60413 1.65983 0.0 0.0 -0.2
H 0.49976 2.64415 0.24139 0.1 -0.1 0.0



# 2
96
Properties=species:S:1:pos:R:3:forces:R:3 method="wB97M-V/def2-TZVPD" e_homo_ha="-0.2795 / -0.2301" gap_ev="7.686 / 6.273" spin_multiplicity=2 e_above_lowest_kj_mol=33.3 s_squared=0.851
V -0.00834 -0.16466 0.00268 -0.1 1.1 -1.6
C -4.33616 -3.94164 1.37247 0.0 0.1 0.0
C -3.06983 -3.33680 0.76540 0.0 0.0 -0.1
C -2.05679 -4.42033 0.37525 0.0 0.0 0.1
C -3.35486 -2.45959 -0.44010 0.0 0.0 0.0
C -4.22250 -2.90139 -1.43275 0.0 0.0 0.0
C -4.42186 -2.17292 -2.59584 0.0 0.0 0.0
C -3.71925 -0.99808 -2.80002 0.0 0.0 0.0
C -2.85450 -0.51716 -1.82461 0.1 0.0 0.0
C -2.01673 0.72719 -2.06220 -0.1 -0.2 -0.2
C -2.73200 1.80683 -2.86694 0.0 0.0 -0.1
C -0.68645 0.34613 -2.73802 -0.1 0.3 0.2
C -2.69593 -1.23761 -0.63228 -0.1 0.3 0.3
N -1.80451 -0.72045 0.35631 -1.2 -0.7 0.3
C -2.28316 -0.38496 1.61109 0.2 -0.2 -0.3
O -3.44321 -0.24143 1.94934 -0.1 0.0 0.1
C -1.11559 -0.24071 2.54746 0.3 0.0 -0.3
C -1.12004 -0.19637 3.92258 0.0 0.0 0.2
C 0.10297 -0.17640 4.59707 0.0 0.0 0.0
C 1.29950 -0.24177 3.88044 0.0 0.1 0.2
C 1.24194 -0.27706 2.50488 -0.3 0.0 -0.3
N 0.05294 -0.24597 1.86859 0.0 -0.2 1.6
C 2.37055 -0.44257 1.52668 -0.1 0.0 -0.3
O 3.54258 -0.40533 1.85512 0.1 -0.1 0.1
N 1.85562 -0.64172 0.25815 1.1 -0.1 0.1
C 2.77854 -1.05423 -0.76473 0.1 0.1 0.3
C 3.19533 -2.39248 -0.80121 -0.1 -0.1 0.0
C 4.18348 -2.75400 -1.71051 0.0 0.0 0.0
C 4.72944 -1.82594 -2.58019 0.0 0.0 0.0
C 4.26126 -0.52216 -2.58016 0.0 0.0 0.0
C 3.27817 -0.11849 -1.68416 -0.1 0.0 0.0
C 2.79768 1.32237 -1.66429 0.3 -0.1 -0.1
C 2.74694 1.96381 -3.05021 0.0 -0.1 0.0
C 3.65370 2.16099 -0.71111 -0.1 0.0 0.1
C 2.59886 -3.42750 0.13845 0.2 -0.1 -0.1
C 2.23225 -4.72415 -0.58849 -0.1 0.1 0.0
C 3.54739 -3.72380 1.30888 0.0 0.1 0.0
H -4.10232 -4.41322 2.33038 0.0 0.0 -0.1
H -4.77305 -4.70596 0.72454 0.0 0.0 0.0
H -5.08190 -3.16410 1.54924 0.0 -0.1 0.0
H -2.60410 -2.72709 1.53609 0.0 0.0 0.0
H -2.46413 -5.07165 -0.40240 0.0 0.0 0.0
H -1.80105 -5.03648 1.24237 0.0 0.0 -0.1
H -1.13556 -3.97024 -0.00258 0.0 0.0 0.0
H -4.75075 -3.83899 -1.29730 0.0 0.1 0.0
H -5.12198 -2.52344 -3.34406 0.0 0.0 0.0
H -3.85867 -0.44728 -3.72297 0.0 0.0 0.0
H -1.79284 1.15311 -1.08061 -0.1 0.1 0.1
H -2.86203 1.51054 -3.91071 0.0 0.0 0.0
H -2.15280 2.73470 -2.86015 0.0 0.0 0.0
H -3.71630 2.01606 -2.44459 0.0 0.0 0.0
H -0.87883 -0.16230 -3.68298 0.1 -0.1 0.0
H -0.08526 -0.36503 -2.13986 0.1 -0.1 -0.2
H -0.07269 1.22636 -2.94261 0.0 0.0 0.0
H -2.06713 -0.19789 4.44895 0.1 0.0 0.0
H 0.12299 -0.13407 5.67807 0.0 0.0 0.0
H 2.26481 -0.27553 4.36894 0.0 0.0 0.0
H 4.54882 -3.77468 -1.72727 0.0 0.0 0.0
H 5.52128 -2.11718 -3.26009 -0.1 0.0 0.0
H 4.68253 0.19165 -3.27748 0.0 0.0 0.0
H 1.78046 1.31599 -1.27459 -0.2 0.0 0.0
H 3.75075 2.11802 -3.44944 0.0 0.0 0.0
H 2.26184 2.94173 -2.99407 0.0 0.0 0.0
H 2.19518 1.34077 -3.75749 0.0 0.0 0.0
H 4.67827 2.21817 -1.08761 0.0 0.0 0.0
H 3.69491 1.70838 0.28201 0.0 0.0 0.0
H 3.25843 3.17815 -0.62440 0.0 0.0 0.0
H 1.67847 -3.01166 0.54466 -0.1 0.1 0.1
H 3.11759 -5.21937 -0.99037 0.0 0.0 0.0
H 1.54234 -4.53715 -1.41446 0.0 0.0 0.0
H 1.75328 -5.41639 0.10824 0.0 0.0 0.0
H 4.40611 -4.30621 0.95993 0.0 0.0 0.0
H 3.03044 -4.30257 2.07990 0.1 0.0 -0.1
H 3.92337 -2.80293 1.75771 0.0 -0.1 0.0
C -2.04002 3.27507 0.65524 0.0 0.0 0.1
N -1.83543 4.71507 0.81386 0.0 0.0 0.0
C -0.69165 5.11910 -0.01035 0.0 -0.1 0.1
N 0.53821 4.40543 0.36080 0.0 0.0 0.0
C 0.28717 2.97694 0.21333 -0.1 0.2 0.1
N -0.84344 2.50070 1.03869 0.4 -0.1 -0.4
C -0.52874 2.82480 2.44535 -0.1 0.2 0.0
N -0.29493 4.25551 2.64168 -0.1 0.0 -0.1
C -1.50039 4.98048 2.21886 0.1 -0.1 -0.1
C 0.81504 4.67267 1.77853 -0.1 0.0 0.0
H -2.28517 3.06278 -0.38650 0.0 0.0 0.0
H -2.87318 2.95730 1.28442 0.0 0.0 0.0
H -0.52501 6.18971 0.10829 0.0 0.0 0.0
H -0.91914 4.91129 -1.05820 0.0 0.0 0.0
H 1.19025 2.43268 0.51245 0.0 0.0 0.0
H 0.06726 2.77296 -0.84003 0.0 0.0 0.0
H 0.36067 2.27327 2.74974 0.0 0.0 0.0
H -1.36856 2.51501 3.06583 0.0 0.0 0.0
H -1.33134 6.05031 2.34657 0.0 0.0 0.0
H -2.33882 4.67633 2.84695 0.0 0.0 0.0
H 1.71958 4.13790 2.07175 0.0 0.0 0.0
H 0.97973 5.74288 1.90680 0.0 0.0 0.0



# 3
5
Properties=species:S:1:pos:R:3:forces:R:3 method="wB97M-V/def2-TZVPD" e_homo_ha="-0.3665 / -0.3665" gap_ev="8.468 / 8.467" e_above_lowest_kj_mol=663.6
C 0.21675 0.24171 -0.99955 0.7 -0.3 0.7
N -0.83615 0.28227 -0.40604 -1.1 1.0 -3.4
N 0.07044 -0.65631 1.59640 0.5 -0.5 1.1
O 1.30353 0.13526 -1.43981 -0.4 0.1 -0.1
O -0.75456 -0.00293 1.24899 0.4 -0.3 1.7



# 4
188
Properties=species:S:1:pos:R:3:forces:R:3 method="wB97M-V/def2-TZVPD" e_homo_ha="-0.3882 / -0.3882" gap_ev="7.254 / 6.751" spin_multiplicity=4 s_squared=3.756 total_charge=+1
Co -1.51518 2.66797 -4.00213 1.3 1.4 2.9
Na -2.07200 3.06705 2.03962 -0.1 -0.3 0.1
C 1.30118 0.51948 0.45330 0.9 -0.2 -0.1
C 0.06520 1.16123 1.06278 0.0 -1.7 -1.4
O 0.01491 1.28314 2.27321 0.4 1.0 2.8
O -0.94034 1.30780 0.33528 -1.0 0.9 -1.3
H 2.22709 1.09391 0.48228 -0.3 0.6 -0.1
H 1.13780 0.17673 -0.56843 0.1 0.2 0.1
H 1.60518 -0.33625 1.05612 -0.4 -0.3 0.1
O -0.97224 4.51213 -3.34198 -0.1 -1.1 -0.7
H -1.29796 5.29279 -2.85310 -0.5 -1.0 -0.7
O -3.13540 4.02348 0.12520 -0.1 0.0 0.3
H -3.25161 4.96575 0.24711 -0.1 0.3 0.2
H -3.12677 3.90361 -0.82442 0.2 -0.3 -0.4
O -3.05561 4.35777 4.02881 0.4 0.3 -0.7
H -3.30780 3.79733 4.76266 -0.2 -0.9 0.5
H -3.51053 5.18426 4.19065 0.0 0.3 0.0
O 1.35485 2.51775 4.40430 -0.4 0.1 0.7
H 2.27767 2.63588 4.17914 0.6 0.3 -0.1
H 1.02149 1.91333 3.74114 -0.5 -0.3 -0.7
O -2.38943 -0.44466 6.12372 -1.3 0.6 0.1
H -1.49222 -0.49360 5.79380 1.0 -0.5 -0.4
H -2.29393 -0.41830 7.07578 0.2 0.0 0.3
O 2.52744 2.76538 -2.73163 0.0 0.0 -0.3
H 2.49438 3.50878 -2.12956 0.1 0.6 0.5
H 2.83133 3.13962 -3.55857 0.2 0.2 -0.4
O 4.47542 4.62472 -0.65180 0.0 0.6 -0.4
H 3.83792 4.17980 -0.09335 -0.2 -0.1 0.4
H 5.14506 3.96324 -0.82574 0.2 -0.4 -0.1
O 0.30966 1.68853 -3.13482 -1.6 -0.3 -1.1
H 1.16544 2.08612 -2.97426 1.0 0.9 0.1
H 0.25873 0.96714 -2.50773 -0.8 -0.5 0.2
O 1.06996 5.88102 -1.85326 0.3 0.0 0.7
H 1.60881 6.25308 -2.55143 0.2 0.2 -0.1
H 0.45643 5.30244 -2.30609 -0.5 -0.5 -0.6
O -2.37140 2.23126 -2.15567 -0.5 0.7 -0.5
H -1.87096 1.78469 -1.47276 1.1 -0.3 0.9
H -3.21795 1.78458 -2.16378 -0.8 -0.4 -0.4
O 2.20332 3.71911 0.58274 0.2 -0.3 0.0
H 1.60820 3.46402 1.28772 -0.2 0.0 0.4
H 1.62976 4.05742 -0.10487 -0.3 0.5 -0.2
O 4.00467 2.86665 3.50836 -0.1 -0.1 0.1
H 4.18584 2.89374 2.56885 0.0 0.1 -0.4
H 4.86603 2.77836 3.91642 0.2 0.0 0.2
O -3.68816 2.10332 5.81390 -0.5 1.0 -0.2
H -3.99688 2.31321 6.69530 -0.1 0.1 0.3
H -3.09279 1.36412 5.93782 0.6 -1.0 0.1
O -0.63650 5.12912 1.58831 -0.2 -0.5 0.1
H -0.33052 5.51381 2.40966 0.2 0.1 0.3
H -0.74287 5.87559 0.99865 0.1 0.2 -0.3
O -2.06363 0.74321 -4.50176 0.2 0.3 -0.7
H -1.80901 0.17929 -5.23209 0.5 -0.1 -0.3
H -2.84753 0.32916 -4.14081 -0.5 0.2 0.6
C 1.51963 0.30697 7.52821 -5.1 -1.9 1.6
O 0.29276 0.22652 7.54096 -0.5 0.6 -0.1
N 2.31050 -0.19659 8.40122 3.3 -3.3 5.8
N 2.27654 0.78094 6.65407 2.9 3.8 -6.5
H 2.07501 -0.86895 9.11717 -0.4 0.4 -0.2
H 3.28701 -0.16292 8.14551 -0.3 -0.4 1.1
H 1.88135 1.16405 5.80722 0.3 0.4 -0.2
H 3.24115 0.49580 6.74531 -0.5 0.9 -1.2
C -0.54165 4.95337 7.16792 0.7 0.1 1.8
O -0.45265 5.55860 8.19976 -0.1 1.8 1.9
N -0.30940 3.70516 7.04707 1.3 -6.5 1.0
N -0.83000 5.41626 6.00798 -1.5 4.0 -3.8
H 0.06581 3.21553 7.84681 -0.2 -0.2 -0.3
H -0.30150 3.24525 6.14790 0.3 -0.2 0.5
H -0.90022 4.79372 5.21576 -0.2 0.9 0.0
H -0.91762 6.42165 6.04816 -0.3 -0.1 -1.1
C -4.86627 -0.22722 -1.41199 0.0 -1.0 1.1
C -4.95645 -0.40981 -2.92906 0.2 0.4 2.8
C -6.19743 -1.18034 -3.32560 -0.3 -2.1 -1.4
O -5.96325 -2.62251 -3.31490 0.9 1.1 1.2
C -7.04151 -3.43102 -3.79051 1.0 1.0 0.0
N -4.85515 0.98684 -3.32448 0.2 0.0 -2.1
H -5.80981 0.15157 -1.01911 -0.1 -0.2 0.0
H -4.12527 0.48523 -1.04944 0.3 0.1 -0.5
H -4.60324 -1.13101 -0.86238 -0.4 -0.2 -0.1
H -4.07838 -0.96745 -3.25483 0.1 -0.1 -0.4
H -6.41362 -0.98272 -4.37551 -0.3 0.6 -0.2
H -7.08251 -0.98667 -2.71961 0.0 0.4 0.2
H -6.88986 -4.44071 -3.40891 -0.1 0.2 0.1
H -6.90964 -3.42996 -4.87250 -0.8 -0.2 -0.2
H -7.97608 -2.98879 -3.44539 -0.3 -0.3 -0.2
H -5.57351 1.57850 -2.93207 -0.3 -0.2 0.3
H -5.00779 1.01218 -4.32256 -0.1 0.5 -0.5
C 3.46914 -0.41901 -9.55063 -0.4 -0.8 -0.6
C 4.03760 -1.05762 -8.28717 -0.6 1.5 1.1
C 3.12227 -0.55873 -7.11763 0.4 0.1 -1.5
O 3.53744 -1.03193 -5.88987 -0.9 -0.2 1.9
C 2.54382 -0.73895 -4.87162 0.4 -1.6 -0.5
N 4.06049 -2.49680 -8.36816 -0.2 -1.1 0.3
H 2.99654 0.56133 -9.48995 0.8 0.4 0.5
H 2.59337 -0.98991 -9.85919 0.1 -0.6 -0.1
H 4.18878 -0.48149 -10.36691 -0.1 0.3 0.0
H 5.02858 -0.67534 -8.04237 0.3 0.4 -0.2
H 2.08893 -0.81853 -7.34743 -0.3 -0.5 0.0
H 3.12180 0.53014 -7.06792 0.3 0.4 -0.4
H 2.58761 0.24829 -4.41169 0.2 0.1 -0.3
H 2.62048 -1.52896 -4.12456 0.5 0.3 0.4
H 1.54601 -0.94751 -5.25759 -0.2 0.5 -0.4
H 4.43559 -2.90798 -7.52534 -0.4 0.3 0.7
H 4.72219 -2.90478 -9.01299 -0.1 0.6 -0.9
C 4.49088 -0.33802 -1.62308 -0.1 0.4 -0.7
C 5.50208 0.62366 -2.28967 0.0 1.2 0.6
C 5.55852 0.67090 -3.83033 0.7 -1.2 1.5
O 6.69820 1.45055 -4.26212 -1.4 -1.4 -0.9
C 6.75305 1.29706 -5.70618 0.5 1.7 0.8
N 5.14837 2.03828 -1.86427 0.5 -1.2 -0.1
H 3.52848 -0.10273 -2.07753 -0.4 -0.1 0.3
H 4.46303 -0.16941 -0.54656 -0.1 0.4 -0.1
H 4.63121 -1.41557 -1.70844 0.5 0.1 -0.5
H 6.48069 0.40787 -1.86089 0.2 0.0 -0.3
H 4.59728 1.05307 -4.17393 0.0 0.5 -0.3
H 5.59365 -0.36320 -4.17311 0.4 -0.1 -0.5
H 5.79790 1.63737 -6.10614 -0.2 -0.6 -0.3
H 7.08932 0.32211 -6.05901 -0.4 -0.2 0.3
H 7.46167 2.04845 -6.05456 0.2 -0.1 0.1
H 5.61486 2.60286 -2.55978 0.6 0.5 0.0
H 4.18552 2.17153 -2.13863 -0.2 -0.2 0.4
C -1.43554 -3.00099 -2.56055 0.1 0.0 1.3
C -1.73728 -1.89317 -1.49071 -0.7 -2.0 -1.7
C -1.69508 -2.41347 -0.03361 0.7 0.5 -0.3
O -2.60882 -3.40313 0.20658 -1.3 -2.5 0.4
C -2.15612 -4.74200 0.40529 -0.2 -0.8 -0.8
N -0.87158 -0.75589 -1.71105 -0.2 0.2 0.9
H -2.18749 -3.78800 -2.61799 -0.3 0.2 0.1
H -0.52678 -3.51978 -2.25539 0.4 0.1 -0.3
H -1.33683 -2.55140 -3.54859 0.2 0.0 0.0
H -2.75549 -1.61867 -1.76639 -0.1 0.4 0.6
H -1.96213 -1.69151 0.73812 0.3 1.0 -0.4
H -0.67183 -2.71747 0.18691 0.4 -0.2 0.0
H -1.58053 -4.96391 1.30392 0.3 0.7 0.1
H -1.66464 -5.15764 -0.47436 0.8 0.5 -0.2
H -2.95700 -5.47998 0.45072 -0.9 0.8 0.3
H 0.09840 -1.03217 -1.76504 0.3 -0.7 -0.3
H -0.91612 -0.38996 -0.77072 0.3 1.5 0.1
C 2.87866 -3.56789 -0.36664 -0.5 -0.8 0.8
C 2.86352 -5.03536 0.20977 -1.2 1.3 -1.3
C 1.77714 -5.98976 -0.46358 -0.1 1.2 2.9
O 1.81572 -7.24706 0.23462 0.7 -1.1 -1.1
C 1.07280 -7.48163 1.43689 0.3 1.5 -0.5
N 4.17561 -5.57593 0.11490 0.3 -0.8 -0.1
H 1.88051 -3.13713 -0.28761 -0.1 0.2 0.0
H 3.19599 -3.46690 -1.40452 -0.1 -0.6 -0.2
H 3.59180 -2.94350 0.17157 -0.1 -0.1 0.3
H 2.64525 -5.08512 1.27654 -0.4 0.7 0.1
H 1.94295 -5.99848 -1.54086 0.0 -0.9 0.0
H 0.78527 -5.60586 -0.22502 -0.2 0.5 -0.5
H 0.04090 -7.14596 1.33378 -0.3 -0.2 -0.2
H 1.49573 -6.88066 2.24191 0.1 -0.1 0.3
H 1.10554 -8.53165 1.72755 0.2 0.1 -0.5
H 3.93911 -6.51908 0.38809 1.0 -0.8 0.2
H 4.41165 -5.65143 -0.86423 0.3 0.0 -0.3
C -4.82227 -0.87769 2.61917 -1.0 0.8 -1.1
C -4.71096 0.64077 2.11163 2.6 -3.7 1.4
C -6.03240 1.31257 2.10160 -0.9 1.3 0.5
O -6.94882 0.80919 1.13457 0.5 -0.1 -0.3
C -7.54406 1.78611 0.26859 0.4 -0.8 0.8
N -3.73930 1.23154 3.07455 -0.4 1.6 -0.6
H -3.92068 -1.49023 2.61342 0.5 0.6 -0.1
H -5.49909 -1.40832 1.94951 -0.4 -0.2 0.3
H -5.18680 -0.84498 3.64588 -0.2 -0.2 -0.1
H -4.25858 0.55850 1.12335 0.0 0.5 -0.1
H -5.91970 2.39370 2.02075 0.3 0.3 -0.6
H -6.45535 1.25062 3.10428 -0.3 -0.5 0.2
H -8.25210 2.36758 0.85908 -0.1 0.3 -0.3
H -8.04505 1.22630 -0.52117 -0.2 0.0 0.1
H -6.78048 2.40425 -0.20360 0.1 0.3 0.1
H -2.88806 0.71207 3.23466 0.1 -0.7 -0.8
H -4.12701 1.19695 4.00652 -0.5 0.4 0.1
C -0.71646 -3.14406 3.50117 -0.1 -1.7 -0.2
C 0.39018 -2.52713 4.28692 -0.9 1.9 0.2
C 1.75709 -2.37301 3.68179 1.1 -0.3 -0.1
O 2.56939 -1.66661 4.63423 0.1 0.7 0.1
C 3.57010 -0.69601 4.22657 -0.1 -1.8 0.1
N -0.08251 -1.19575 4.65482 0.8 1.3 0.7
H -1.06322 -2.62070 2.61013 0.3 0.4 0.2
H -1.55457 -3.28617 4.18344 -0.1 0.2 -0.1
H -0.43451 -4.14858 3.18569 0.0 -0.2 -0.2
H 0.48699 -2.97575 5.27558 0.2 -0.7 -0.2
H 1.76560 -1.82593 2.73907 -0.3 0.0 -0.2
H 2.15960 -3.37303 3.52039 0.4 -0.1 -0.2
H 3.26338 0.14362 3.60283 -0.6 -0.1 0.0
H 4.35027 -1.25303 3.70776 0.2 0.2 -0.2
H 3.99542 -0.32199 5.15786 0.0 0.0 -0.3
H 0.77207 -0.85868 5.07456 0.0 0.5 1.3
H -0.04754 -0.53106 3.89518 -0.7 -0.2 -1.2



Number 1: largest force on an atom 0.35 eV/Å. Number 2: largest force on an atom 1.91 eV/Å. Number 3: largest force on an atom 3.68 eV/Å. Number 4: largest force on an atom 8.04 eV/Å.